The following is a DFT calculation (wB97M-V/def2-TZVPD) of a 18-piece molecular cluster, H36O18 overall in a non-equilibrium geometry.

max |F|	3.42	eV/Å
electronic energy	-1375.8024	Ha
HOMO level (alpha / beta)	-0.169 / -8.411	eV
LUMO (alpha / beta)	1.873 / 1.788	eV
gap between HOMO and LUMO (alpha / beta)	2.042 / 10.199	eV
total charge	-1
spin multiplicity	2
energy relative to the best compared isomer or geometry (same formula, charge and spin)	2.309	eV
<S²>	0.751

CARTESIAN COORDINATES (ANGSTROEM)
O1 -0.449 -4.812 -1.984
H1 -0.479 -3.976 -2.414
H2 -1.226 -5.045 -1.505
O2 -3.501 3.531 -0.319
H3 -4.307 3.171 0.134
H4 -3.124 2.719 -0.635
O3 5.012 -1.879 -2.421
H5 4.355 -1.509 -1.801
H6 5.524 -1.087 -2.646
O4 -2.477 1.006 0.108
H7 -3.343 1.222 0.452
H8 -2.035 1.535 0.770
O5 1.418 3.402 -2.922
H9 1.474 2.428 -2.879
H10 0.687 3.758 -2.356
O6 -2.507 1.365 3.317
H11 -1.576 1.479 3.354
H12 -3.158 2.009 3.558
O7 -2.273 2.512 -3.472
H13 -3.168 2.341 -3.709
H14 -2.060 3.286 -2.917
O8 0.016 4.846 0.926
H15 -0.088 4.911 1.886
H16 0.806 5.415 0.865
O9 0.152 -1.754 5.191
H17 -0.608 -1.177 5.447
H18 0.227 -1.675 4.238
O10 -3.813 -2.078 -0.117
H19 -3.946 -1.645 -0.984
H20 -4.079 -1.444 0.582
O11 -0.959 -0.481 -5.274
H21 -1.054 0.011 -4.473
H22 -1.831 -0.731 -5.546
O12 -0.122 -1.109 2.191
H23 -0.913 -1.400 1.701
H24 0.108 -1.991 2.521
O13 4.854 1.079 0.563
H25 4.067 1.586 0.857
H26 5.378 0.871 1.348
O14 3.130 1.961 4.091
H27 3.574 2.113 3.270
H28 3.163 0.992 4.067
O15 1.755 -4.141 1.315
H29 2.444 -3.803 0.711
H30 1.789 -4.999 1.777
O16 -2.982 -0.328 -2.671
H31 -2.794 0.617 -2.313
H32 -1.998 -0.497 -2.738
O17 4.098 -1.126 2.769
H33 3.662 -1.799 3.325
H34 3.799 -1.564 1.954
O18 -0.951 -2.181 -1.665
H35 -0.469 -2.783 -1.094
H36 -1.856 -1.959 -1.515

=====

The following is a DFT calculation (wB97M-V/def2-TZVPD) of C9H19FeN4O8P2 as an isolated structure.

max |F|	0.40	eV/Å
electronic energy	-3121.8918	Ha
HOMO level (alpha / beta)	-12.183 / -11.379	eV
LUMO (alpha / beta)	-2.142 / -2.234	eV
gap between HOMO and LUMO (alpha / beta)	10.041 / 9.145	eV
total charge	+1
spin multiplicity	5
energy relative to the best compared isomer or geometry (same formula, charge and spin)	0.000	eV
<S²>	6.007

CARTESIAN COORDINATES (ANGSTROEM)
Fe1 -0.052 -0.522 -0.171
O1 1.556 -0.497 -1.669
C1 2.712 -1.233 -1.254
C2 2.239 -2.468 -0.532
C3 3.017 -3.612 -0.473
C4 2.533 -4.707 0.224
C5 1.283 -4.631 0.822
C6 0.568 -3.455 0.707
N1 1.045 -2.391 0.055
H1 1.816 0.343 -2.064
H2 3.322 -0.624 -0.581
H3 3.311 -1.510 -2.122
H4 3.976 -3.646 -0.972
H5 3.117 -5.615 0.288
H6 0.867 -5.470 1.359
H7 -0.421 -3.345 1.131
N2 -4.639 0.387 -0.015
C7 -3.577 0.473 -1.091
C8 -4.202 0.959 -2.390
P1 -2.263 1.562 -0.382
O2 -2.657 3.050 -0.846
O3 -0.944 1.212 -1.047
O4 -2.413 1.441 1.087
P2 -3.013 -1.311 -1.220
O5 -2.540 -1.477 -2.740
O6 -4.241 -2.082 -0.909
O7 -1.787 -1.465 -0.354
H8 -5.367 1.089 -0.138
H9 -4.159 0.561 0.886
H10 -5.027 -0.576 -0.058
H11 -4.666 1.938 -2.258
H12 -4.955 0.255 -2.751
H13 -3.435 1.043 -3.158
H14 -2.287 3.286 -1.706
H15 -3.190 -1.985 -3.244
N3 1.293 1.795 3.005
C9 0.977 1.603 1.719
N4 0.724 2.669 0.942
O8 0.995 0.436 1.249
H16 1.301 2.704 3.430
H17 1.470 0.988 3.576
H18 0.504 3.557 1.361
H19 0.284 2.459 0.054